{
  "formula": "C6H10O",
  "method": "the ωB97M-V functional and the def2-TZVPD basis",
  "elements": ["C", "C", "C", "C", "O", "C", "C", "H", "H", "H", "H", "H", "H", "H", "H", "H", "H"],
  "positions_angstrom": [[-0.482801, -2.387159, 0.886984], [-0.889808, -1.052146, 0.423912], [-0.038687, 0.051047, 0.915205], [0.224806, 1.150261, -0.104471], [0.712766, 2.347083, 0.434794], [0.715607, 0.731702, -1.460078], [-0.680130, 1.285260, -1.277993], [-1.334208, -3.048115, 1.079454], [0.289500, -2.477195, 1.668383], [-0.054625, -2.773720, -0.059616], [-1.511082, 0.589986, -1.327533], [0.897246, -0.229344, 1.438608], [-0.711941, 0.471921, 1.691107], [1.650538, 2.221999, 0.629736], [1.445899, 1.369937, -1.949212], [0.834649, -0.333737, -1.651434], [-0.859301, 2.291426, -1.640764]],
  "atomic_forces_ev_per_a": [[-0.061, 0.062, 0.129], [0.268, -0.100, 0.213], [0.011, -0.096, -0.130], [-0.189, -0.216, -0.122], [0.240, -0.007, 0.080], [0.172, -0.075, -0.071], [-0.193, 0.096, -0.009], [0.119, 0.068, -0.072], [-0.123, 0.086, -0.037], [-0.011, 0.039, 0.085], [0.134, 0.166, -0.051], [-0.114, -0.025, -0.128], [-0.003, -0.084, -0.073], [-0.130, 0.074, 0.007], [-0.116, -0.073, 0.088], [-0.061, 0.188, 0.013], [0.059, -0.105, 0.079]],
  "homo_ev": -8.326,
  "total_charge": 0,
  "spin_multiplicity": 1
}


{
  "formula": "C6H10O",
  "method": "the ωB97M-V functional and the def2-TZVPD basis",
  "elements": ["O", "C", "C", "C", "C", "C", "C", "H", "H", "H", "H", "H", "H", "H", "H", "H", "H"],
  "positions_angstrom": [[1.818071, -0.934539, 1.110254], [1.282098, -0.523448, -0.148719], [-0.023992, -1.264577, -0.450996], [-1.192932, -0.639728, 0.305968], [-1.397846, 0.809434, -0.139378], [-0.096921, 1.565366, -0.172509], [1.095924, 0.972251, -0.177523], [1.769149, -0.174151, 1.706156], [2.023713, -0.799794, -0.909389], [0.103282, -2.321810, -0.191927], [-0.215704, -1.213555, -1.532252], [-0.960724, -0.659768, 1.378551], [-2.112666, -1.217340, 0.160460], [-1.862806, 0.838074, -1.137163], [-2.087040, 1.329605, 0.536060], [-0.145726, 2.653634, -0.178823], [2.004126, 1.580342, -0.158774]],
  "atomic_forces_ev_per_a": [[0.016, 0.262, 0.276], [-0.159, 0.047, -0.377], [0.016, 0.004, -0.035], [0.006, 0.008, 0.044], [-0.008, 0.012, 0.029], [0.132, -0.068, 0.004], [0.038, 0.148, 0.070], [0.006, -0.302, -0.096], [-0.051, 0.010, 0.097], [0.003, 0.180, -0.010], [0.041, 0.006, 0.130], [-0.075, -0.004, -0.108], [0.148, 0.075, 0.026], [0.071, 0.016, 0.150], [0.022, -0.088, -0.105], [-0.011, -0.148, -0.040], [-0.193, -0.157, -0.054]],
  "homo_ev": -9.661,
  "total_charge": 0,
  "spin_multiplicity": 1
}


{
  "formula": "C6H10O",
  "method": "the ωB97M-V functional and the def2-TZVPD basis",
  "elements": ["C", "C", "C", "C", "C", "C", "O", "H", "H", "H", "H", "H", "H", "H", "H", "H", "H"],
  "positions_angstrom": [[2.158944, 0.299785, 0.065573], [0.670648, 0.095632, -0.011406], [-0.099073, -1.127577, 0.451563], [-0.876540, -0.871166, -0.807708], [-2.054632, -0.026592, -0.609459], [-0.255038, 1.040520, 0.764041], [0.189178, -0.068757, -1.370439], [2.434713, 1.258126, -0.386740], [2.672552, -0.499353, -0.476532], [2.494667, 0.297842, 1.107670], [-0.938761, 0.081202, 1.142637], [0.317952, -2.072066, 0.788627], [-1.063441, -1.788127, -1.388122], [-2.770950, -0.313866, 0.159712], [-2.464915, 0.473926, -1.485381], [-0.597115, 1.969895, 0.309126], [0.181810, 1.250574, 1.746830]],
  "atomic_forces_ev_per_a": [[-0.003, -0.053, -0.022], [0.295, 0.252, 0.431], [1.099, -0.681, -0.418], [-0.291, -0.780, -0.408], [-1.403, -0.452, -0.733], [0.347, -0.622, 1.440], [0.085, -0.016, 0.061], [-0.046, -0.102, 0.055], [-0.044, 0.103, 0.078], [-0.060, 0.008, -0.144], [-0.045, 2.093, -0.095], [-0.110, -0.013, 0.003], [-0.041, 0.239, -0.092], [0.147, 0.141, -0.093], [0.106, 0.046, 0.152], [-0.285, -0.324, -0.040], [0.248, 0.161, -0.174]],
  "homo_ev": [-7.982, -8.022],
  "total_charge": 0,
  "spin_multiplicity": 1
}


{
  "formula": "C6H10O",
  "method": "the ωB97M-V functional and the def2-TZVPD basis",
  "elements": ["C", "C", "C", "C", "C", "C", "H", "H", "H", "H", "H", "H", "H", "H", "H", "H", "O"],
  "positions_angstrom": [[-1.448141, 0.889417, -2.177341], [-1.816643, 2.100043, -1.604120], [-0.277365, -1.074409, -1.656310], [-0.426763, 0.202425, -1.410461], [0.638325, 0.978875, -0.724608], [1.069728, 1.036079, 0.594790], [-1.885369, 0.415979, -3.193454], [-2.565956, 2.757836, -2.053091], [-1.443776, 2.273549, -0.595783], [0.428820, -1.647369, -1.162766], [-0.871482, -1.665885, -2.311775], [0.825206, 1.776929, -1.472229], [2.040824, 1.487829, 0.613974], [0.694303, 0.445113, 1.460545], [2.448967, -2.897097, 5.170035], [1.098786, -3.867506, 5.538285], [1.490535, -3.211807, 4.984308]],
  "atomic_forces_ev_per_a": [[-1.790, 2.815, -0.313], [-0.422, -2.401, -1.804], [-0.214, -1.126, 0.149], [0.223, -0.478, -0.509], [-1.254, 0.860, 2.022], [-0.585, -1.229, -3.092], [1.113, 1.341, 2.610], [0.285, -0.183, 0.286], [0.011, 0.448, -0.390], [1.610, -0.896, 0.963], [-0.743, 0.058, -0.581], [1.290, -0.355, 0.803], [0.161, 0.814, 0.933], [0.314, 0.330, -1.075], [-2.815, -1.550, 0.200], [0.582, -0.548, 0.996], [2.233, 2.100, -1.198]],
  "homo_ev": -8.557,
  "total_charge": 0,
  "spin_multiplicity": 1
}